[1]
Entry from the Open Molecules 2025 dataset: the ion C6H10NO2 with charge +1 at a distorted geometry (ωB97M-V/def2-TZVPD).

For the energy above the lowest of the compared OMol25 structures with the same formula, charge and spin, the calculation gives 58.7 kcal/mol. The HOMO energy (spin up / spin down) comes out at -0.49512 / -0.49513 hartree. The lowest unoccupied orbital energy (spin up / spin down) comes out at -5.23 / -5.23 eV. The charge is +1.

Each line ends with the Löwdin charge.
CARTESIAN COORDINATES (ANGSTROEM)
C (-0.139, -0.076, 0.923)  -0.31
C (-1.359, -0.030, 1.446)  0.13
C (0.930, -1.026, 1.406)  -0.08
C (1.297, -0.954, -1.558)  0.11
C (1.425, -2.103, -0.688)  -0.20
C (-0.702, 1.392, -0.992)  -0.07
N (0.269, 0.686, -0.189)  -0.04
O (1.028, -2.193, 0.580)  0.02
O (2.484, -1.135, -1.067)  0.18
H (-2.122, 0.635, 1.085)  0.07
H (-1.618, -0.647, 2.287)  0.09
H (1.911, -0.538, 1.468)  0.14
H (0.669, -1.436, 2.383)  0.15
H (0.959, -0.452, -2.438)  0.15
H (1.556, -3.091, -1.122)  0.19
H (-1.134, 2.227, -0.435)  0.10
H (-0.225, 1.795, -1.884)  0.10
H (-1.501, 0.712, -1.288)  0.11
H (1.143, 1.189, -0.057)  0.16

[2]
Entry from the Open Molecules 2025 dataset: a cluster of 2 separate species, C5H8ClNO in total at a distorted geometry (ωB97M-V/def2-TZVPD).

For the energy above the lowest of the compared OMol25 structures with the same formula, charge and spin, the calculation gives 84.8 kcal/mol. The HOMO energy comes out at -0.34836 hartree. The lowest unoccupied orbital energy comes out at 0.45 eV. The charge is 0.

Each line ends with the Löwdin charge.
CARTESIAN COORDINATES (ANGSTROEM)
C (-1.257, -1.918, 0.614)  -0.27
C (-0.752, -1.135, -1.708)  -0.09
C (0.555, 2.504, 0.814)  -0.05
C (-0.272, -1.502, -0.325)  -0.23
C (0.712, 0.197, 0.513)  -0.68
N (-1.866, -2.219, 1.551)  0.15
O (0.127, 1.348, 0.056)  -0.25
Cl (2.378, -0.040, 0.182)  0.68
H (-1.511, -0.377, -1.558)  0.08
H (0.121, -0.833, -2.275)  0.08
H (-1.167, -1.984, -2.249)  0.08
H (1.590, 2.331, 1.001)  0.05
H (-0.082, 2.383, 1.690)  0.10
H (0.269, 3.276, 0.129)  0.09
H (0.646, -2.185, -0.082)  0.14
H (0.512, 0.153, 1.648)  0.12

[3]
Entry from the Open Molecules 2025 dataset: a structure of composition C29H53BO2P2Tl at a distorted geometry (ωB97M-V/def2-TZVPD).

For the energy above the lowest of the compared OMol25 structures with the same formula, charge and spin, the calculation gives 80.2 kcal/mol. The HOMO energy (spin up / spin down) comes out at -0.33288 / -0.33647 hartree. The lowest unoccupied orbital energy (spin up / spin down) comes out at -4.93 / -6.01 eV. The charge is +1.

Each line ends with the Löwdin charge.
CARTESIAN COORDINATES (ANGSTROEM)
Tl (-1.296, -0.602, -2.651)  1.32
C (-0.985, 2.988, 2.558)  -0.20
C (-0.048, 3.485, 1.606)  -0.17
C (-2.073, 3.258, 0.546)  -0.21
C (-2.224, 2.803, 1.878)  -0.17
C (-0.723, 3.656, 0.365)  -0.20
C (-0.735, 2.739, 3.986)  -0.06
H (0.286, 2.368, 4.160)  0.06
H (-1.440, 1.996, 4.382)  0.07
H (-0.859, 3.656, 4.587)  0.09
C (-3.487, 2.284, 2.437)  -0.01
H (-3.369, 1.972, 3.479)  0.08
H (-3.818, 1.412, 1.854)  0.06
H (-4.291, 3.035, 2.389)  0.10
C (-3.157, 3.312, -0.456)  -0.04
H (-4.091, 3.663, 0.009)  0.09
H (-3.358, 2.328, -0.901)  0.05
H (-2.910, 4.006, -1.266)  0.08
C (-0.154, 4.243, -0.858)  -0.04
H (-0.362, 5.325, -0.920)  0.10
H (-0.578, 3.784, -1.761)  0.07
H (0.936, 4.120, -0.886)  0.08
C (1.373, 3.821, 1.860)  -0.03
H (1.607, 4.841, 1.515)  0.10
H (2.048, 3.132, 1.324)  0.07
H (1.604, 3.764, 2.931)  0.08
C (0.758, -1.123, 2.191)  -0.10
C (1.308, -0.270, 3.069)  -0.10
C (2.630, 0.415, 2.998)  -0.18
C (3.630, 0.014, 1.881)  -0.21
C (3.278, 0.556, 0.546)  -0.13
C (2.759, -0.169, -0.473)  -0.24
C (1.443, -0.966, -0.306)  -0.27
C (1.426, -1.787, 1.017)  -0.24
H (3.142, 0.228, 3.956)  0.12
H (3.799, -1.073, 1.874)  0.08
H (2.531, 1.514, 2.920)  0.10
H (2.440, -2.125, 1.268)  0.04
H (-0.316, -1.349, 2.276)  0.10
H (0.723, 0.033, 3.944)  0.10
H (0.892, -2.738, 0.841)  0.11
H (0.556, -0.308, -0.335)  0.08
H (3.004, 0.091, -1.526)  0.02
H (1.285, -1.683, -1.133)  0.04
H (4.620, 0.433, 2.148)  0.12
H (3.544, 1.605, 0.386)  0.10
P (3.788, -2.610, -0.647)  0.85
C (3.858, -4.379, -0.188)  -0.27
C (5.525, -2.193, -0.206)  -0.25
P (3.449, -1.231, -3.439)  0.82
C (3.867, -2.772, -2.470)  -0.56
C (5.158, -0.503, -3.343)  -0.29
C (3.704, -2.030, -5.076)  -0.32
H (3.082, -4.938, -0.728)  0.04
H (3.701, -4.471, 0.897)  0.04
H (4.858, -4.741, -0.460)  0.04
H (6.148, -3.012, -0.590)  0.04
H (5.604, -2.153, 0.889)  0.04
H (5.847, -1.233, -0.626)  0.03
H (4.647, -2.592, -5.042)  0.04
H (3.742, -1.246, -5.844)  0.04
H (2.858, -2.705, -5.261)  0.03
H (3.164, -3.570, -2.773)  0.05
H (4.900, -3.078, -2.728)  0.05
H (5.274, 0.164, -4.206)  0.04
H (5.904, -1.308, -3.406)  0.04
H (5.317, 0.079, -2.427)  0.03
C (-6.047, -1.619, -2.033)  0.02
C (-5.175, -0.596, -1.327)  -0.48
C (-6.001, 0.602, -0.871)  0.01
O (-4.219, -0.122, -2.251)  0.08
B (-3.033, -0.326, -1.564)  -0.84
O (-3.200, -0.322, -0.147)  0.07
C (-4.348, -1.130, -0.116)  -0.53
C (-5.070, -1.043, 1.199)  -0.01
C (-3.919, -2.594, -0.180)  0.00
H (-6.806, -2.044, -1.368)  0.11
H (-5.448, -2.449, -2.428)  0.10
H (-6.589, -1.170, -2.874)  0.11
H (-6.581, 1.034, -1.690)  0.11
H (-6.742, 0.315, -0.119)  0.10
H (-5.370, 1.394, -0.441)  0.09
H (-5.918, -1.735, 1.154)  0.11
H (-4.413, -1.396, 1.993)  0.11
H (-5.449, -0.063, 1.482)  0.08
H (-3.453, -2.918, -1.123)  0.10
H (-3.186, -2.736, 0.625)  0.11
H (-4.773, -3.243, 0.048)  0.11

[4]
Entry from the Open Molecules 2025 dataset: a structure of composition C12H36BrMnO6 at a distorted geometry (ωB97M-V/def2-TZVPD).

Its expectation value of S² is 12.01. The HOMO energy (spin up / spin down) comes out at -0.54722 / -0.54408 hartree. The lowest unoccupied orbital energy (spin up / spin down) comes out at -8.16 / -11.57 eV. As for the spin multiplicity: 7. The charge is +2.

Each line ends with the Löwdin charge.
CARTESIAN COORDINATES (ANGSTROEM)
Mn (-25.706, 24.898, 4.469)  1.17
Br (-26.884, 27.024, 3.078)  0.26
C (-23.164, 30.555, 4.374)  -0.06
C (-24.472, 30.080, 3.770)  -0.27
O (-24.093, 28.818, 3.167)  -0.16
H (-22.821, 29.949, 5.213)  0.07
H (-23.258, 31.568, 4.763)  0.09
H (-22.426, 30.609, 3.573)  0.09
H (-24.652, 30.601, 2.830)  0.11
H (-25.368, 30.122, 4.388)  0.11
H (-24.875, 28.455, 2.744)  -0.06
C (-32.339, 26.607, 1.025)  -0.06
C (-30.992, 27.357, 1.235)  -0.30
O (-30.240, 26.617, 2.183)  -0.11
H (-32.979, 26.696, 1.903)  0.08
H (-32.219, 25.534, 0.874)  0.07
H (-32.836, 26.845, 0.085)  0.08
H (-31.252, 28.336, 1.639)  0.11
H (-30.358, 27.557, 0.372)  0.10
H (-29.331, 26.916, 2.111)  -0.05
C (-26.474, 25.710, 8.313)  -0.07
C (-27.529, 25.266, 7.346)  -0.21
O (-27.016, 25.698, 6.031)  -0.23
H (-25.540, 25.181, 8.122)  0.06
H (-26.735, 25.515, 9.353)  0.10
H (-26.241, 26.766, 8.181)  0.07
H (-28.504, 25.724, 7.516)  0.12
H (-27.680, 24.188, 7.394)  0.13
H (-27.490, 26.509, 5.832)  0.01
C (-28.230, 28.820, 6.735)  -0.07
C (-29.421, 28.714, 5.738)  -0.25
O (-29.494, 27.320, 5.398)  -0.11
H (-27.349, 28.653, 6.115)  0.05
H (-28.303, 28.164, 7.602)  0.07
H (-28.040, 29.801, 7.172)  0.08
H (-29.065, 29.209, 4.835)  0.10
H (-30.338, 29.208, 6.060)  0.12
H (-29.522, 27.220, 4.444)  0.02
C (-22.472, 26.917, 6.240)  -0.05
C (-23.994, 26.826, 6.314)  -0.24
O (-24.418, 26.506, 4.984)  -0.24
H (-21.965, 25.984, 5.992)  0.09
H (-22.097, 27.278, 7.198)  0.10
H (-22.118, 27.569, 5.442)  0.07
H (-24.570, 27.707, 6.596)  0.14
H (-24.038, 25.908, 6.900)  0.10
H (-24.318, 27.279, 4.424)  0.03
C (-26.907, 29.966, -1.790)  0.02
C (-26.697, 28.914, -0.714)  -0.16
O (-27.522, 29.139, 0.386)  0.17
H (-26.766, 29.677, -2.832)  0.11
H (-26.061, 30.618, -1.570)  0.12
H (-27.793, 30.599, -1.756)  0.12
H (-25.669, 28.712, -0.412)  0.17
H (-26.807, 28.014, -1.318)  0.21
H (-27.252, 28.638, 1.160)  0.00